Molecular formula: C11H12O4
Method: DFT, ωB97M-V/def2-TZVPD

HOMO level = -9.92 eV
Energy relative to the best compared isomer or geometry (same formula, charge and spin) = 59.49 kcal/mol
Calculated total energy = -19789.2196 eV
SMILES = O=C1C=CC(=O)C=C1.C=CCC(=O)OC

Each line ends with the Löwdin charge.
CARTESIAN COORDINATES (ANGSTROEM)
O -1.139 -0.344 -0.790  0.0894
C -2.245 -0.005 -1.157  -0.3709
C -3.119 -0.925 -1.925  0.0217
C -4.330 -0.549 -2.326  0.0226
C -4.858 0.805 -2.021  -0.3860
O -5.961 1.145 -2.386  0.1115
C -3.982 1.724 -1.252  0.0238
C -2.770 1.348 -0.850  0.0267
H -2.715 -1.907 -2.136  0.1216
H -4.984 -1.203 -2.889  0.1225
H -4.385 2.706 -1.040  0.1233
H -2.115 2.001 -0.288  0.1259
C 5.248 -0.993 1.298  0.0120
C 4.372 -0.036 1.570  -0.1608
C 3.207 0.318 0.689  -0.1110
C 2.064 0.829 1.541  -0.4860
O 1.922 2.022 1.725  0.1105
O 1.265 -0.051 2.193  -0.0268
C 0.707 -1.116 1.412  -0.0540
H 5.100 -1.652 0.460  0.0575
H 6.112 -1.092 1.927  0.0509
H 4.499 0.570 2.453  0.1093
H 3.510 1.132 0.044  0.1268
H 2.930 -0.505 0.045  0.1028
H -0.358 -0.986 1.353  0.0700
H 0.905 -2.046 1.933  0.0940
H 1.116 -1.185 0.416  0.0728

Atoms 1-6, force components in eV/Å:
O -0.1 0.0 -0.1
C 0.0 0.0 0.0
C 0.0 0.0 0.0
C 0.0 0.0 0.0
C 0.0 0.0 0.0
O 0.0 0.0 0.0